(1)
A molecular structure, C12H9AsIN2O6PdS. Source: OMol25; level of theory: ωB97M-V/def2-TZVPD.

The total charge is -1. The calculation puts the energy at -111112.19141 eV. For the energy above the lowest of the compared OMol25 structures with the same formula, charge and spin, the calculation gives 0.00 kJ/mol. The largest force on an atom is 0.33 eV Å⁻¹.

Each line ends with the Mulliken charge.
Element x y z (Å)
Pd1 -0.004 -0.247 -0.099  0.684
O1 1.872 -0.724 0.583  -0.680
C1 -1.951 1.717 -0.799  -0.068
C2 -3.140 2.406 -0.670  -0.761
O2 4.029 0.391 0.493  -0.751
C3 -4.170 0.362 0.009  -0.479
O3 -0.134 2.687 2.214  -0.656
I1 -2.753 -2.301 0.208  0.104
C4 0.418 -0.556 -1.987  0.047
H1 5.080 -0.133 5.121  0.369
O4 -1.135 1.217 4.330  -0.793
H2 -3.165 3.466 -0.873  0.386
H3 -5.025 -0.210 0.333  0.363
C5 -4.261 1.717 -0.250  -0.167
H4 3.138 0.359 6.579  0.368
C6 3.973 0.143 3.308  -0.564
C7 1.641 0.731 3.555  -0.524
H5 4.808 -0.057 2.651  0.498
As1 -0.192 1.115 3.005  1.028
C8 1.802 0.691 4.935  -0.490
C9 3.032 0.383 5.501  -0.551
O5 1.957 1.706 0.594  -0.767
C10 2.744 0.449 2.743  0.454
H6 -5.207 2.227 -0.121  0.371
C11 -2.942 -0.256 -0.138  0.207
N1 -1.855 0.405 -0.533  0.014
H7 0.585 2.623 1.555  0.470
S1 2.674 0.488 0.956  1.592
H8 0.936 0.901 5.552  0.514
N2 0.644 -0.693 -3.113  -0.666
H9 -1.033 2.200 -1.102  0.460
O6 -0.642 -0.033 1.859  -0.557
C12 4.117 0.108 4.688  -0.455

***

(2)
A molecular structure, C12H9F5N3OPtS2Si at a distorted geometry. Source: OMol25; level of theory: ωB97M-V/def2-TZVPD.

As for the spin multiplicity: 2. The calculation puts the energy at -65484.65951 eV. Its expectation value of S² is 0.9212. The largest force on an atom is 4.22 eV Å⁻¹.

Each line ends with the Mulliken charge.
Element x y z (Å)
H1 2.820 -3.847 -1.934  0.338
H2 2.070 -1.344 0.155  0.215
C1 -0.268 3.156 2.295  0.152
N1 -0.010 -0.723 3.277  -0.450
C2 -2.461 2.677 0.646  0.261
C3 -3.632 -1.056 -0.839  0.268
C4 1.753 -3.674 -1.991  -1.051
F1 0.777 3.400 3.088  -0.287
H3 1.278 -4.017 -1.080  0.268
C5 2.088 -1.240 -3.925  -1.052
F2 1.070 1.847 0.869  -0.289
F3 -1.652 4.512 3.662  -0.262
H4 1.575 -1.745 -4.734  0.307
C6 -2.617 3.457 1.773  0.250
Pt1 -1.649 -0.989 -0.654  1.035
H5 1.949 -0.172 -4.049  0.270
F4 -3.805 3.988 2.069  -0.273
C7 0.036 -1.109 4.498  0.452
N2 -0.554 -1.340 1.017  -0.774
S1 -0.968 1.359 -1.231  -0.074
N3 0.107 -1.382 5.615  -0.480
H6 1.342 -4.218 -2.832  0.293
O1 -0.160 -1.463 -2.215  -0.844
Si1 1.373 -1.781 -2.224  0.439
C8 -1.205 2.128 0.298  0.177
F5 -3.505 2.449 -0.156  -0.311
C9 -0.355 -1.085 2.155  0.666
H7 3.146 -1.472 -3.973  0.314
S2 -5.037 -0.349 -0.815  -0.009
C10 -0.123 2.377 1.168  0.179
H8 3.467 -1.186 -0.901  0.453
C11 2.407 -0.977 -0.808  -0.841
H9 2.259 0.097 -0.822  0.152
C12 -1.516 3.723 2.596  0.508

***

(3)
A molecular structure, C12H9F6PS3Sc at a distorted geometry. Source: OMol25; level of theory: ωB97M-V/def2-TZVPD.

As for the spin multiplicity: 2. The calculation puts the energy at -91398.54279 eV. Its expectation value of S² is 0.7684. For the energy above the lowest of the compared OMol25 structures with the same formula, charge and spin, the calculation gives 100.71 kJ/mol. The largest force on an atom is 2.50 eV Å⁻¹.

Each line ends with the Mulliken charge.
Element x y z (Å)
F1 2.682 1.447 -3.956  -0.307
H1 0.347 -4.633 0.993  0.423
C1 1.643 -4.279 2.659  -0.490
H2 -5.810 1.891 -0.353  0.349
F2 2.047 1.590 -1.704  -0.395
F3 1.441 -0.246 -2.940  -0.385
C2 -3.118 3.916 -0.074  -0.462
C3 -4.440 3.501 -0.005  -0.477
H3 1.587 -5.292 3.024  0.373
F4 3.001 -0.457 -1.334  -0.320
S1 1.741 0.074 1.439  -0.280
C4 1.748 -1.635 1.763  0.763
F5 3.678 -0.630 -3.557  -0.304
H4 3.066 -1.294 3.393  0.426
H5 -5.200 4.181 0.345  0.372
H6 -2.854 4.916 0.233  0.355
Sc1 0.896 0.085 -0.954  0.320
C5 2.477 -2.044 2.887  -0.677
C6 -3.819 1.361 -0.895  -0.564
S2 -1.350 0.752 -1.826  -0.309
H7 -4.079 0.365 -1.223  0.368
C7 1.006 -2.604 1.037  0.722
F6 4.296 1.239 -2.284  -0.305
C8 0.945 -3.915 1.534  -0.611
H8 -1.104 3.389 -0.601  0.341
C9 -4.784 2.220 -0.408  -0.444
S3 0.173 -2.278 -0.452  -0.158
C10 -2.138 3.062 -0.545  -0.392
C11 -2.494 1.789 -0.988  0.734
P1 2.991 0.511 -2.742  1.424
C12 2.433 -3.342 3.329  -0.471
H9 2.991 -3.639 4.204  0.380

***

(4)
A single C12H9N5O molecule at a distorted geometry. Source: OMol25; level of theory: ωB97M-V/def2-TZVPD.

The calculation puts the energy at -22084.41922 eV. The SMILES is [H]/N=N/Cc1[nH]c(=O)c(C#N)cc1-c1ccncc1. For the energy above the lowest of the compared OMol25 structures with the same formula, charge and spin, the calculation gives 149.34 kJ/mol. The largest force on an atom is 4.32 eV Å⁻¹.

Each line ends with the Mulliken charge.
Element x y z (Å)
C1 -0.433 0.837 -0.337  0.344
H1 3.004 2.160 3.669  0.345
N1 0.457 3.063 -0.599  0.452
C2 -0.696 2.339 -0.002  -0.748
C3 -0.580 -0.831 -2.038  0.092
H2 0.520 -0.795 5.060  0.344
H3 -0.681 2.442 1.133  0.389
N2 1.810 -3.445 -2.761  -0.476
C4 0.499 0.081 0.284  0.495
H4 -1.647 1.001 -1.990  0.309
C5 2.023 1.279 2.059  -0.210
H5 -0.301 -1.202 2.869  0.291
C6 0.866 -0.128 4.233  -0.265
H6 1.768 -1.711 0.186  0.555
C7 0.953 0.315 1.744  -0.053
H7 -1.719 2.706 -0.240  0.475
H8 2.557 1.807 1.262  0.405
N3 0.170 4.093 -1.194  -0.898
C8 2.159 1.509 3.450  -0.361
C9 0.435 -0.345 2.872  -0.221
H9 0.953 4.698 -1.607  0.255
O1 -1.390 -1.322 -2.814  -0.633
N4 -0.953 0.407 -1.470  -0.090
C10 0.526 -1.574 -1.512  0.283
N5 1.801 0.789 4.488  -0.548
C11 1.171 -2.707 -2.123  -0.020
C12 1.016 -1.176 -0.333  -0.512

***

(5)
A single C12H9N7 molecule at a distorted geometry. Source: OMol25; level of theory: ωB97M-V/def2-TZVPD.

The calculation puts the energy at -23019.09725 eV. The SMILES is c1n[nH]cc1-c1cnc2ncc(-c3cn[nH]c3)n2c1. For the energy above the lowest of the compared OMol25 structures with the same formula, charge and spin, the calculation gives 0.00 kJ/mol. The largest force on an atom is 3.57 eV Å⁻¹.

Each line ends with the Mulliken charge.
Element x y z (Å)
N1 -0.742 4.216 2.479  -0.834
N2 -2.374 -1.923 -3.390  -0.769
C1 2.137 0.932 2.396  -0.753
H1 -1.059 2.303 -0.212  0.511
C2 -0.805 2.743 0.748  -0.626
N3 -1.821 -3.157 -3.354  0.144
C3 1.452 -2.379 -0.460  -0.284
C4 0.094 2.263 1.671  0.612
H2 0.745 3.183 3.599  0.448
N4 1.019 0.003 0.808  0.121
H3 -0.754 0.267 -0.398  0.229
H4 -2.173 -3.925 -3.970  0.234
H5 -2.097 4.415 0.922  0.228
C5 -0.786 -3.218 -2.391  -0.646
C6 2.118 -0.774 1.072  0.402
N5 2.360 -1.979 0.409  -0.572
N6 2.790 -0.249 2.068  -0.748
C7 0.105 3.258 2.739  -0.582
C8 -1.673 -1.182 -2.511  -0.537
C9 -0.657 -1.970 -1.891  0.506
H6 -1.827 -0.128 -2.372  0.537
C10 0.083 -0.345 -0.129  0.211
H7 1.578 -3.288 -0.972  0.339
C11 1.030 1.115 1.614  0.700
N7 -1.311 3.897 1.285  0.205
H8 2.468 1.576 3.190  0.375
H9 -0.162 -4.098 -2.132  0.322
C12 0.265 -1.554 -0.819  0.225

***

Question: Which formula does entry 2 have?
Answer: C12H9F5N3OPtS2Si